{
  "formula": "C13H23N3O10P2",
  "method": "ωB97M-V with the def2-TZVPD basis set",
  "multiplicity": 1,
  "orbital_gap_ev": 9.78,
  "homo_energy_ha": -0.3430,
  "e_tot_ha": -2108.60330,
  "lumo_energy_ev": 0.444,
  "symbols": ["P", "P", "O", "O", "O", "O", "O", "O", "O", "O", "O", "O", "N", "N", "N", "C", "C", "C", "C", "C", "C", "C", "C", "C", "C", "C", "C", "C", "H", "H", "H", "H", "H", "H", "H", "H", "H", "H", "H", "H", "H", "H", "H", "H", "H", "H", "H", "H", "H", "H", "H"],
  "coordinates": [[1.58573, -4.66948, -3.56118], [1.61004, -2.26399, -3.81512], [2.70251, -2.22676, -2.84304], [-1.44644, 5.66409, 1.12408], [1.21251, -5.89552, -4.28010], [1.78641, -4.79283, -1.94995], [2.31198, -2.12529, -5.20065], [2.74139, -4.94325, -4.44926], [0.62219, -3.46090, -3.78002], [0.74176, -1.00433, -3.47123], [-0.98932, 1.20200, 1.02663], [1.64872, 1.94622, 2.15401], [-0.46583, -1.77044, -0.29462], [0.00383, 3.96287, 0.90812], [1.10669, 2.77233, 4.12532], [-0.35163, 3.27106, 2.15534], [-2.40103, -2.95031, -1.06574], [0.61543, -5.24427, -1.25925], [-2.05127, 1.60546, 3.11490], [0.25926, -2.88795, -0.45062], [0.87833, 2.62964, 2.81535], [-0.57796, 5.08347, 0.48584], [-0.28296, -4.06762, -0.97926], [-0.11244, 5.63689, -0.84042], [-1.78026, -1.79994, -0.57222], [0.33579, 3.55008, 5.09583], [-1.45092, 2.23618, 1.86514], [-1.64697, -4.10184, -1.28651], [-2.37128, -0.90215, -0.41890], [-0.64145, 6.56862, -1.03802], [0.69903, 3.52658, 0.32103], [0.31866, 4.60336, 4.80787], [-0.11082, 0.92685, 1.31796], [0.91581, -5.69891, -0.30907], [-3.46315, -2.92836, -1.28608], [0.08126, -6.01554, -1.82859], [-2.11442, -4.99463, -1.69622], [1.31768, -2.85236, -0.20954], [-0.68656, 3.17507, 5.16180], [2.12792, -5.71603, -4.66953], [3.02343, -1.52825, -4.93598], [0.95839, 5.82710, -0.79921], [-0.33298, 4.91708, -1.62652], [-1.29047, 1.05613, 3.66879], [-0.77294, 4.00613, 2.83822], [-2.26215, 2.74634, 1.34433], [-2.84317, 0.91591, 2.82171], [0.79789, 3.46747, 6.08111], [-2.47997, 2.38239, 3.74710], [0.59284, -1.13304, -2.52282], [1.93095, 2.29468, 4.45917]]
}